1.
This record from the OMol25 dataset describes C27H45N4OP2Pr as an isolated structure in a non-equilibrium geometry. The level of theory is ωB97M-V with the def2-TZVPD basis set.

Values from the calculation:
HOMO-LUMO gap (alpha / beta) (eV): 6.58 / 6.85
F_max (eV/A): 4.49
Total charge: +2
⟨S²⟩: 2.01
LUMO energy (alpha / beta) (eV): -6.314 / -6.178
Spin multiplicity: 3

Structure (XYZ):
```
80
Properties=species:S:1:pos:R:3:forces:R:3:mulliken_spin:R:1
Pr -0.22703 -1.03032 -0.60421 -0.5603 -1.8511 0.8608 2.053
P -3.02353 -1.27794 0.00336 -0.7784 -0.6275 0.0976 0.001
P 1.91423 -1.18419 1.17655 0.2774 -1.4805 0.5425 0.003
N -0.72421 -2.46530 1.53408 0.1754 0.0193 -2.5059 -0.053
C -3.24790 -2.54560 1.30703 0.3171 -0.5159 0.2299 -0.001
H -4.00739 -2.22169 2.03581 -0.0030 -0.0675 -0.5436 0.000
H -3.60395 -3.46574 0.81009 0.0474 0.4715 0.2550 0.000
C -1.97486 -2.89042 2.10738 -0.5117 0.2288 0.7775 0.003
H -2.04629 -2.46429 3.13254 -0.2348 -0.0729 -0.2884 -0.003
H -2.02821 -3.97736 2.27086 0.3233 0.1258 -0.1124 -0.003
C 0.36977 -3.29994 2.04260 0.3338 0.0918 -0.2421 0.006
H 0.76273 -3.94127 1.21416 -0.1479 0.0809 0.7451 -0.003
H 0.08921 -3.97755 2.88124 -0.0754 0.4470 -0.5830 0.000
C 1.45643 -2.36184 2.54330 -0.0549 0.3618 -0.7357 -0.007
H 2.34949 -2.88063 2.90188 -0.0697 0.1638 0.0931 0.000
H 1.01291 -1.72930 3.30829 0.1384 -0.0266 0.3729 -0.001
C 3.10798 -0.11218 1.99040 -0.1522 0.3258 -0.0919 -0.002
C 2.33143 1.09411 2.54854 0.2924 -0.0264 0.1287 0.000
H 1.53719 0.79519 3.24367 0.1844 0.0855 -0.0964 0.000
H 1.87668 1.67850 1.73280 0.1639 -0.1168 0.1873 0.000
H 3.04389 1.73341 3.08117 -0.2773 0.0169 -0.0119 0.000
C 2.82208 -2.36993 0.05143 -0.1204 0.6642 0.0841 0.001
C 3.18751 -1.77080 -1.32019 0.1865 -0.4658 -0.3029 0.000
H 3.19895 -2.58413 -2.06235 0.1179 0.3457 0.0944 0.000
H 4.19910 -1.34430 -1.28612 -0.4150 0.0303 -0.1258 0.000
H 2.51903 -0.98668 -1.71829 -0.0351 -0.0627 0.1595 0.000
C -3.59792 -2.12866 -1.58259 0.3277 0.1011 0.0958 0.002
C -3.77789 -1.10293 -2.72078 -0.0639 -0.3720 0.1174 -0.001
H -4.02120 -1.64246 -3.64176 0.0380 0.1488 0.0959 0.000
H -2.87088 -0.51900 -2.91881 -0.0452 0.0529 0.0597 0.001
H -4.60129 -0.41869 -2.50469 0.1091 -0.0496 -0.1098 0.000
C -4.24558 -0.01394 0.54989 0.3167 0.3589 -0.1446 -0.004
C -3.95537 1.32341 -0.14234 -0.3593 0.0462 0.2101 0.000
H -4.69145 2.05506 0.20598 0.1733 0.0442 -0.1434 0.000
H -4.06456 1.22375 -1.22668 0.0124 0.1433 0.1326 0.001
H -2.95807 1.70762 0.08745 -0.0563 -0.0314 -0.0352 -0.001
C -0.85927 0.35553 1.33186 -1.2575 1.2894 4.1180 0.000
O -1.21667 0.73637 2.36362 1.0736 -0.9604 -3.2511 0.010
C 4.06785 -2.94174 0.74532 0.2626 -0.7705 -0.0498 0.000
H 4.16959 -2.65861 1.80203 -0.0158 -0.0903 -0.3685 0.000
H 4.03029 -4.03899 0.70004 0.1777 0.2871 0.1242 0.000
H 4.97626 -2.62865 0.21312 -0.2255 -0.1188 0.2416 0.000
C -4.84054 -3.02377 -1.40921 0.1531 -0.0201 -0.0400 0.000
H -5.33517 -3.13370 -2.37566 -0.0004 -0.0495 0.0316 0.000
H -4.58041 -4.02592 -1.06002 -0.0130 0.1479 -0.0288 0.000
H -5.55503 -2.59350 -0.71251 0.0007 -0.1615 -0.1187 0.000
C -5.71213 -0.40794 0.36693 -0.0568 0.3013 0.1895 0.000
H -6.32939 0.41538 0.74410 0.0396 -0.1584 -0.0425 0.000
H -5.95108 -0.53382 -0.69252 -0.0622 -0.0178 0.1967 0.000
H -5.98964 -1.30523 0.92750 0.0558 0.0943 -0.1575 0.000
C 4.21490 0.32271 1.04801 0.5275 0.4262 -0.0507 0.001
H 3.81574 0.82045 0.14414 0.1301 -0.1462 0.3570 0.000
H 4.83732 1.05516 1.58069 -0.0456 -0.1221 -0.2797 0.000
H 4.86982 -0.50026 0.73193 -0.2651 0.2997 0.1388 0.000
H 3.50021 -0.73179 2.80561 0.1358 0.3266 -0.0076 0.000
H -4.02109 0.07994 1.63277 -0.0998 -0.0002 -0.4472 0.000
H 2.10214 -3.19197 -0.11026 0.1398 0.2073 0.0689 0.000
H -2.74905 -2.80005 -1.86512 -0.3527 0.3634 0.1791 -0.002
H -1.25464 -4.51636 -1.21611 -0.1857 -1.1751 0.3166 0.000
H -1.37055 -5.26838 -1.03709 0.2010 1.1769 -0.2868 0.001
N 5.43574 8.14411 -0.52729 -2.0164 -2.3767 -0.4680 0.000
C 4.67671 7.26552 -0.70769 1.8637 2.2533 0.4558 0.000
C 3.73630 6.19765 -0.93573 -0.0128 -0.4407 -0.2578 0.000
C 4.18497 4.99546 -1.52028 -0.4680 -0.3103 0.1673 0.000
C 3.28271 3.93528 -1.71122 -0.1336 1.0305 0.1596 0.000
C 1.92854 4.15773 -1.40289 0.9609 0.0288 -0.0672 0.000
C 1.47004 5.35895 -0.87276 -0.1138 -0.1807 0.1381 0.000
C 2.38746 6.36670 -0.60009 -0.1270 0.2852 -0.0084 0.000
N 0.99678 3.10185 -1.63056 -1.5498 0.8331 -0.1232 0.000
C -0.38029 3.28681 -1.86456 0.5814 -3.7175 -0.2798 0.000
C -0.89169 1.98662 -2.02264 2.0501 1.6215 0.6952 0.005
N 0.15666 1.06695 -1.83299 -0.2041 0.9925 -0.2564 -0.001
C 1.25613 1.80221 -1.61751 0.4201 -1.0616 -0.0197 0.001
H 5.22977 4.89394 -1.82404 -0.3773 0.0207 0.2044 0.000
H 3.61952 2.98894 -2.13259 -0.0532 0.3420 -0.0069 0.000
H 0.40020 5.47928 -0.64636 0.6917 0.0684 -0.0119 0.000
H 2.04638 7.30188 -0.13777 0.2336 -0.4438 -0.2783 0.000
H -0.86013 4.21436 -1.97115 -0.2406 0.9708 -0.0772 0.000
H -1.88619 1.67465 -2.25320 -0.3274 -0.0481 -0.0543 -0.003
H 2.27991 1.39228 -1.47954 -1.0689 0.4160 -0.0114 -0.002
```
Positions in Å, forces in eV/Å.

2.
This record from the OMol25 dataset describes a 4-piece molecular cluster, C27H46BN6O8 overall in a non-equilibrium geometry. The level of theory is ωB97M-V with the def2-TZVPD basis set.

Values from the calculation:
HOMO-LUMO gap (eV): 6.60
F_max (eV/A): 1.22
Total charge: +1
LUMO energy (eV): -3.959

Structure (XYZ):
```
88
Properties=species:S:1:pos:R:3:forces:R:3:mulliken_charge:R:1
N -0.71384 1.25153 -8.05604 -0.1893 -0.2250 0.1931 -0.533
C -0.10180 0.39787 -7.04452 0.7990 -0.2200 -0.7183 0.990
N 1.29125 0.22544 -7.51960 -0.4091 0.1008 0.1671 -0.738
N -0.10165 1.05336 -5.75256 0.1194 -0.0076 -0.0202 -0.500
C -0.76437 -1.01501 -6.93681 -0.4363 0.3606 0.5560 -1.870
C -1.84604 -1.20003 -5.89589 -0.3382 0.5336 -0.0419 1.312
C -1.92761 -2.39030 -5.16324 0.7764 -0.8047 -0.0681 -0.132
C -0.96859 -3.53125 -5.33918 -0.2853 0.1855 -0.2979 -1.933
C 0.33693 -3.28500 -4.60553 0.1947 -0.4100 0.0149 -0.453
C 0.14477 -3.63074 -3.13955 0.7300 -0.0462 0.0734 0.386
O -0.85212 -4.19300 -2.77420 -1.0291 -0.1933 0.4473 -0.608
N 1.15578 -3.26368 -2.27495 -0.3285 0.9851 -0.2799 -0.297
C 0.70295 -2.48709 -1.12772 0.3178 -0.4200 0.1941 0.507
C 0.83487 -1.10026 -1.14553 -0.1479 -0.4202 0.3134 -0.248
C 0.39778 -0.36183 -0.04878 0.0751 -0.4397 -0.3426 -1.009
C -0.16781 -1.01917 1.03261 -0.1918 -0.2055 0.2783 -0.531
C -0.29984 -2.40699 1.04629 0.3428 0.3399 -0.6709 -0.613
C 0.15533 -3.14895 -0.04014 -0.1767 0.3810 0.1746 -0.209
N -2.84780 -2.57536 -4.23950 -0.3993 0.6767 -0.1125 0.628
N -3.78789 -1.70279 -3.91371 0.1625 -0.7564 0.2026 -1.109
C -3.77172 -0.60635 -4.59413 -0.8841 0.7966 0.2812 0.502
O -4.75879 0.27394 -4.35885 0.4808 -0.1524 0.1268 -0.538
B -4.46323 1.35305 -3.52421 -0.3485 0.4887 0.2176 0.611
O -5.19885 2.46622 -3.73301 -0.2202 -0.1557 0.0580 -0.441
O -3.49830 1.26109 -2.53950 0.2327 -0.3828 -0.7535 -0.463
C -2.83451 -0.27675 -5.60559 0.3943 -0.7796 -0.0724 0.621
O -2.97081 0.91550 -6.18106 -0.1060 0.1913 -0.1714 -0.576
H -0.12190 1.23434 -8.87482 0.1148 0.2063 -0.0009 0.348
H -1.61502 0.90677 -8.34867 -0.1659 0.1196 0.0145 0.187
H 1.38943 -0.57372 -8.13116 0.1563 -0.0176 -0.0777 0.230
H 1.94149 0.16122 -6.75142 0.1107 -0.1531 0.0099 0.254
H 0.35064 1.95199 -5.88841 -0.2250 0.1915 0.0152 0.361
H 0.50384 0.54180 -5.11804 -0.0536 -0.0979 0.1191 0.178
H -1.17713 -1.30334 -7.90164 0.1120 -0.0252 -0.2348 0.336
H 0.03594 -1.69946 -6.70568 0.1302 -0.2964 -0.0130 0.437
H -1.42453 -4.41669 -4.91122 0.0143 -0.2208 -0.0564 0.601
H -0.83230 -3.71550 -6.39865 0.1569 0.0180 -0.1536 0.611
H 0.68985 -2.25979 -4.67185 0.0389 0.1892 -0.1395 0.325
H 1.10797 -3.92967 -5.02265 0.2062 -0.0240 -0.0087 0.492
H 1.88057 -2.75952 -2.76931 0.1639 -0.0766 0.0863 0.377
H 1.29006 -0.62258 -2.00100 0.0475 0.1544 -0.1009 0.317
H 0.49977 0.70978 -0.07176 0.0052 0.1782 0.1669 0.508
H -0.51093 -0.46510 1.89143 0.0456 0.1685 0.0675 0.360
H -0.74075 -2.91181 1.88661 -0.0715 -0.0474 0.2259 0.483
H 0.06863 -4.22038 -0.04521 0.0413 -0.2109 -0.0668 0.505
H -2.84255 -3.43798 -3.70496 0.0671 -0.0496 0.2063 0.319
H -5.16199 3.04977 -2.96940 -0.0072 0.2222 -0.0886 0.327
H -2.80029 1.90145 -2.71328 0.0583 0.1425 0.4259 0.313
H -3.32112 0.83591 -7.07621 -0.0240 0.1998 -0.0782 0.367
C 3.81932 1.26580 4.34023 -0.0078 -0.0808 0.0739 -0.590
C 4.38600 0.08356 3.55831 0.0094 0.0656 -0.0869 -0.585
C 3.16992 -0.82502 3.44936 -0.0716 -0.0544 0.0758 -0.375
O 2.02446 0.03185 3.41415 0.0626 0.0226 0.0135 -0.268
C 2.41096 1.36627 3.77384 -0.0522 0.0241 -0.0419 -0.209
H 4.38820 2.18601 4.21939 0.0036 0.0048 -0.0165 0.377
H 3.78059 1.02621 5.40519 -0.0057 0.0145 0.0020 0.268
H 4.70407 0.40957 2.56509 0.0033 -0.0120 0.0015 0.273
H 5.23141 -0.40105 4.04359 -0.0063 -0.0074 0.0201 0.359
H 3.08622 -1.48233 4.32219 0.0494 -0.0299 -0.0173 0.190
H 3.18005 -1.44470 2.55090 -0.0591 -0.0026 -0.0072 0.250
H 2.38978 1.98785 2.87109 0.0172 0.0436 0.0317 0.213
H 1.69482 1.77244 4.48698 -0.0522 -0.0043 -0.0414 0.095
C 0.27198 6.36444 5.12575 0.0165 -0.0004 -0.1140 -0.543
C -1.10313 5.73414 4.92142 -0.0148 -0.0052 0.1018 -0.557
C -0.73364 4.33967 4.43474 0.0484 0.0010 -0.0802 -0.432
O 0.51244 4.01254 5.05365 -0.0051 0.0450 -0.0173 -0.305
C 1.07565 5.18444 5.65328 -0.0425 -0.0297 0.1081 -0.470
H 0.27020 7.21159 5.80895 -0.0121 -0.0054 0.0196 0.337
H 0.67666 6.69951 4.16806 0.0096 0.0048 0.0097 0.269
H -1.63223 5.67286 5.87454 -0.0087 -0.0067 -0.0068 0.267
H -1.73389 6.27358 4.21686 0.0121 0.0054 -0.0173 0.329
H -0.59741 4.32186 3.34701 -0.0512 0.0169 -0.0040 0.273
H -1.47459 3.58561 4.70273 0.0343 -0.0378 0.0150 0.282
H 0.98397 5.09628 6.74055 0.0235 0.0447 0.0054 0.286
H 2.13448 5.24268 5.39934 0.0048 -0.0557 -0.0179 0.261
C -0.10868 -1.16478 6.04847 -0.1162 0.1149 0.0132 -0.254
C 0.97845 -1.29097 7.11109 0.0836 -0.0273 -0.0721 -0.351
C 0.73593 -2.70155 7.63291 -0.0885 0.0117 0.0304 -0.534
O 0.21977 -3.45455 6.53179 0.0056 0.0299 -0.0064 -0.467
C -0.13582 -2.57061 5.46839 0.1364 -0.0210 -0.0457 -0.094
H 0.09978 -0.40531 5.29574 0.0567 -0.0272 -0.0136 0.032
H -1.06665 -0.93070 6.51917 0.0017 -0.0208 0.0042 0.366
H 1.96516 -1.22521 6.64502 -0.0021 0.0047 0.0044 0.046
H 0.92066 -0.53462 7.89203 -0.0222 -0.0021 0.0104 0.409
H -0.00760 -2.70507 8.43677 0.0306 0.0307 0.0281 0.269
H 1.64307 -3.18227 7.99977 -0.0094 -0.0500 -0.0230 0.294
H 0.60208 -2.67813 4.66380 -0.0333 0.0567 -0.0395 0.042
H -1.11618 -2.85283 5.08003 -0.0059 -0.0521 0.0330 0.259
```
Positions in Å, forces in eV/Å.